Density functional theory data (ωB97M-V/def2-TZVPD) for 2 unconnected molecules or ions with the total composition C4H8OS in a non-equilibrium geometry.

Structure (XYZ):
```
14
Properties=species:S:1:pos:R:3:forces:R:3:nbo_charge:R:1
S 1.71092 -1.02705 0.71702 -1.540 -0.727 0.094 0.025
O -0.59034 0.02660 -2.89690 -0.799 -4.390 -1.895 -0.668
C 1.12397 1.18782 -1.83271 0.294 0.402 -0.088 -0.549
C -0.73792 -1.45102 1.88597 -1.036 -0.706 2.001 -0.707
C -0.13504 0.96860 -2.16188 0.073 3.297 2.471 0.165
C 0.31475 -1.88548 0.97367 3.527 0.217 0.064 -0.242
H -1.61709 -2.08472 1.75154 -0.022 -0.069 0.272 0.219
H -1.02262 -0.49279 1.54359 -0.389 1.361 -0.019 0.245
H -0.03264 -0.74790 -2.69999 -0.290 0.041 -0.795 0.482
H 0.33409 -2.87968 0.51880 -0.621 0.199 0.060 0.200
H -1.00723 1.52333 -1.77712 0.884 0.586 -0.057 0.165
H 1.40211 2.04875 -1.28779 -0.124 0.721 0.793 0.210
H -0.52704 -1.36979 3.04628 0.066 -0.304 -2.480 0.256
H 1.98500 0.64108 -2.16325 -0.025 -0.628 -0.422 0.201
```
Forces are in eV/Å.

The HOMO-LUMO gap (spin up / spin down) comes out at 8.35 / 8.35 eV. The HOMO energy (spin up / spin down) comes out at -8.75 / -8.75 eV. Its SMILES is C=CO.CC=S. The value obtained for the strongest force on any atom is 4.8 eV/A. The LUMO energy (spin up / spin down) is -0.403 / -0.404 eV.

***

Density functional theory data (ωB97M-V/def2-TZVPD) for C5H9NO in the gas phase.

Structure (XYZ):
```
16
Properties=species:S:1:pos:R:3:forces:R:3:nbo_charge:R:1
O -0.37805 0.66917 1.33457 -0.035 0.053 0.182 -0.476
N -2.14714 0.13745 -0.40622 -0.070 0.244 -0.165 -0.581
C 1.52635 -0.72469 0.45634 0.014 -0.027 0.036 -0.629
C -1.84096 -1.17378 0.24706 0.002 -0.311 0.111 -0.284
C 0.47351 0.32650 0.19686 0.163 -0.004 -0.129 0.209
C 0.90396 1.54507 -0.58485 -0.022 0.001 -0.025 -0.629
C -0.92225 -0.04902 0.28158 0.053 -0.182 -0.129 0.307
H 1.06282 -1.67234 0.74244 0.084 0.133 0.036 0.221
H 1.29034 1.27020 -1.57237 -0.069 0.004 0.127 0.212
H 2.20607 -0.41456 1.25566 -0.067 0.045 -0.099 0.224
H -1.61109 -2.04227 -0.36699 -0.039 0.174 0.006 0.196
H -2.00645 0.08076 -1.41293 -0.042 0.071 0.129 0.355
H -2.45922 -1.37276 1.11845 0.099 0.020 -0.121 0.210
H 0.06965 2.24167 -0.70551 0.107 -0.137 0.012 0.230
H 1.70475 2.06202 -0.04229 -0.112 -0.096 -0.082 0.221
H 2.11787 -0.89066 -0.44998 -0.067 0.011 0.110 0.215
```
Forces are in eV/Å.

The HOMO-LUMO gap comes out at 10.53 eV. The HOMO energy comes out at -9.61 eV. Its SMILES is CC1(C)O[C@]12CN2. The value obtained for the strongest force on any atom is 0.3 eV/A. The LUMO energy is 0.916 eV.

***

Density functional theory data (ωB97M-V/def2-TZVPD) for C16H20N2O3 in the gas phase.

Structure (XYZ):
```
41
Properties=species:S:1:pos:R:3:forces:R:3:nbo_charge:R:1
O -4.59555 1.63196 0.45496 -0.369 0.245 0.047 -0.652
O 6.41927 -0.76545 0.42891 -0.097 0.336 0.036 -0.482
O -0.48844 -0.75891 -1.06560 -0.206 -0.092 -0.117 -0.661
N 1.70359 -0.68640 -0.60715 -0.038 -0.366 -0.086 -0.573
N -2.58328 0.66578 0.14029 0.339 -0.132 -0.031 -0.634
C 2.85320 1.31278 -0.02715 0.176 -0.466 -0.017 -0.177
C -6.39740 -2.31525 0.23411 0.108 0.167 0.148 -0.601
C 0.47774 1.37018 -0.57186 0.148 0.498 -0.028 -0.123
C -3.93224 0.66236 0.13906 0.165 -0.405 -0.071 0.684
C -0.80966 2.11670 -0.77131 -0.083 -0.192 0.226 -0.428
C 4.05091 -0.80951 -0.10579 0.284 -0.210 0.029 -0.371
C 2.87261 -0.07554 -0.24885 0.291 0.736 0.185 0.295
C -1.82178 1.87060 0.36155 -0.128 0.225 -0.035 -0.219
C 0.48372 -0.07267 -0.77125 0.314 -0.096 0.055 0.637
C 5.21899 -0.16347 0.26148 -0.253 0.144 -0.032 0.348
C 1.62001 2.00161 -0.20795 -0.351 -0.306 -0.136 -0.106
C 6.52071 -2.15406 0.21728 0.009 -0.263 -0.042 -0.255
C -5.66373 -1.06419 0.69813 0.012 -0.055 -0.197 -0.387
C 5.20507 1.22559 0.48851 0.148 -0.038 0.027 -0.281
C 4.04908 1.94362 0.34648 0.014 -0.283 -0.045 -0.129
C -4.55120 -0.66417 -0.27067 -0.263 0.223 0.243 -0.485
H 5.88336 -2.71254 0.90987 0.012 0.029 -0.030 0.179
H 6.13068 1.69791 0.77428 0.108 0.073 0.037 0.230
H -5.70810 -3.15314 0.14779 0.015 -0.141 -0.039 0.197
H 1.61517 3.07177 -0.05223 -0.059 0.135 -0.014 0.214
H -3.78722 -1.44073 -0.32464 0.012 -0.033 -0.068 0.204
H 4.02471 -1.87297 -0.28620 0.050 -0.119 -0.009 0.216
H -4.97774 -0.53098 -1.26853 0.044 -0.016 -0.044 0.220
H 7.56294 -2.40512 0.40590 -0.092 -0.027 -0.025 0.206
H -5.23152 -1.23704 1.68643 -0.023 0.066 0.047 0.195
H -1.29390 1.81367 1.32207 -0.056 0.121 -0.077 0.186
H 1.70567 -1.68869 -0.75994 -0.108 0.184 0.013 0.414
H -7.17741 -2.58442 0.94251 -0.091 -0.093 0.016 0.208
H -2.06381 -0.11545 -0.24724 -0.205 0.044 0.025 0.430
H -6.85843 -2.15038 -0.73742 -0.066 -0.030 -0.113 0.200
H 6.26501 -2.42195 -0.81262 -0.004 0.017 0.040 0.179
H 4.04528 3.00877 0.52050 0.017 0.128 0.023 0.217
H -1.26913 1.80504 -1.71193 -0.018 0.105 -0.024 0.231
H -0.59166 3.18377 -0.82652 0.032 -0.016 -0.029 0.217
H -2.54368 2.69097 0.41118 0.140 -0.099 0.044 0.239
H -6.36183 -0.23001 0.78355 0.069 0.003 0.068 0.220
```
Forces are in eV/Å.

The HOMO-LUMO gap comes out at 8.59 eV. The HOMO energy comes out at -8.38 eV. Its SMILES is CCCC(=O)NCCc1cc2ccc(OC)cc2[nH]c1=O. The value obtained for the strongest force on any atom is 0.8 eV/A. The LUMO energy is 0.209 eV.

***

Density functional theory data (ωB97M-V/def2-TZVPD) for 2 unconnected molecules or ions with the total composition C6H9NO2 in a non-equilibrium geometry.

Structure (XYZ):
```
18
Properties=species:S:1:pos:R:3:forces:R:3:nbo_charge:R:1
O 0.84949 2.31641 -0.58275 0.053 -1.758 0.466 -0.553
O -1.57958 -0.96215 0.78050 0.764 0.044 0.492 -0.605
N 0.19071 0.38241 1.44394 -2.666 -0.702 1.964 -0.605
C -0.38431 -0.82586 0.98656 0.243 -0.049 -1.000 0.673
C -1.00829 0.41922 -2.04379 0.147 -0.407 0.339 -0.328
C -0.62778 1.30739 1.81685 1.743 0.415 -0.695 0.257
C 1.10366 1.13059 -0.69849 -0.973 0.171 -4.575 0.421
C 0.61164 -1.94747 0.84131 -0.047 -0.174 0.299 -0.702
C 0.26899 0.15525 -1.79574 0.370 2.324 2.025 -0.318
H -1.15512 1.94648 1.09961 -0.351 -0.263 -0.031 0.163
H 0.85942 -0.56412 -2.34991 0.097 -0.028 0.118 0.206
H -1.57332 -0.11867 -2.79908 0.084 0.076 0.034 0.205
H 1.35587 -1.72666 0.07586 -0.068 0.057 -0.075 0.227
H -0.69731 1.61368 2.86525 0.198 0.037 -0.027 0.161
H 0.08471 -2.87458 0.61097 0.080 0.184 -0.116 0.237
H -1.56829 1.10703 -1.40801 0.229 0.006 -0.311 0.203
H 2.11716 0.71443 -0.62658 0.153 0.021 1.198 0.122
H 1.15235 -2.07338 1.78350 -0.056 0.044 -0.104 0.236
```
Forces are in eV/Å.

The HOMO-LUMO gap comes out at 8.30 eV. The HOMO energy comes out at -9.40 eV. Its SMILES is C=NC(C)=O.C=CC=O. The value obtained for the strongest force on any atom is 4.7 eV/A. The LUMO energy is -1.106 eV.

***

Density functional theory data (ωB97M-V/def2-TZVPD) for 2 unconnected molecules or ions with the total composition C2H5N3OS in a non-equilibrium geometry.

Structure (XYZ):
```
12
Properties=species:S:1:pos:R:3:forces:R:3:nbo_charge:R:1
S -0.79943 -0.05739 1.10288 0.011 -0.641 0.240 0.345
O 2.64489 -0.07071 -0.26543 2.841 -0.667 0.071 -0.270
N 3.78107 -0.28400 -0.65991 -1.592 0.425 -0.367 0.019
N -0.26195 -0.24047 -0.53050 -1.351 2.559 -0.424 -0.999
N -3.82357 0.05098 -0.80688 -0.132 0.226 0.036 -0.314
C -2.40023 -1.05367 1.09028 1.187 2.114 1.374 -0.634
C -3.25486 -0.40966 0.07651 0.401 -1.387 0.526 0.267
H -2.71417 -0.90461 2.16429 -0.196 0.043 -1.266 0.262
H -0.72204 0.67700 -0.92473 1.936 -2.477 0.064 0.387
H 4.46013 -0.60099 0.09533 -0.924 0.214 0.368 0.263
H -2.07925 -2.06970 1.03086 -0.508 -0.744 -0.897 0.264
H 0.78243 -0.26787 -0.62781 -1.673 0.335 0.275 0.411
```
Forces are in eV/Å.

The HOMO-LUMO gap comes out at 7.69 eV. The HOMO energy comes out at -8.89 eV. Its SMILES is N#CCSN.N=O. The value obtained for the strongest force on any atom is 3.1 eV/A. The LUMO energy is -1.202 eV.

***

Density functional theory data (ωB97M-V/def2-TZVPD) for a gas-phase ion, C5H8ClN2 (charge +1) in a non-equilibrium geometry.

Structure (XYZ):
```
16
Properties=species:S:1:pos:R:3:forces:R:3:nbo_charge:R:1
Cl 2.68622 -0.76984 -0.54224 0.403 -0.182 0.167 0.269
N 1.22314 0.74923 1.08764 -2.167 -0.503 -2.120 -0.500
N -0.21428 -0.40367 -0.77629 3.895 2.098 2.345 -0.361
C -1.19444 0.46393 1.05236 -0.527 1.788 0.608 -0.292
C -1.29153 -0.37968 0.04799 -1.586 -1.121 1.241 -0.002
C 0.05196 -1.28413 -1.80291 -1.098 -1.468 -2.475 -0.446
C 1.35789 -0.06299 0.08251 -4.308 0.239 -0.268 0.431
C -0.11824 1.47723 1.15466 0.250 0.160 -0.969 -0.253
H 1.72585 0.93620 1.91986 1.772 -0.287 0.262 0.463
H -0.16193 1.91889 2.17241 0.181 0.260 -1.034 0.247
H -2.24385 -1.05483 0.01968 2.240 0.930 -0.670 0.271
H -0.86742 -1.60120 -2.39251 0.731 0.401 1.223 0.261
H 0.56306 -2.16316 -1.45067 0.265 -0.596 -0.303 0.204
H -1.97396 0.68171 1.72315 -1.031 -0.484 0.757 0.239
H 0.58603 -0.72230 -2.53771 0.884 -0.163 -0.692 0.222
H -0.12849 2.21460 0.24207 0.098 -1.070 1.928 0.247
```
Forces are in eV/Å.

Its total charge is +1. The HOMO-LUMO gap comes out at 7.87 eV. The HOMO energy comes out at -12.81 eV. Its SMILES is CN1C=CC[NH+]=C1Cl. The value obtained for the strongest force on any atom is 5.0 eV/A. The LUMO energy is -4.934 eV.